16
Properties=species:S:1:pos:R:3 method="wB97M-V/def2-TZVPD" orbital_gap_ha=0.4169 charge=0 total_energy_ha=-271.69357 largest_force_ha_per_bohr=0.012 homo_energy_ev=-10.23 e_above_lowest_ev=1.6067 smiles=CC(C)[C@H]1CO1
H -0.375 0.955 0.788
H -0.553 0.737 -2.244
H -2.258 -0.346 0.489
H 2.403 -0.301 1.851
H 0.345 1.967 -1.330
O 1.486 -1.554 0.296
H 0.651 -0.811 2.073
H 1.906 0.325 -0.522
C -1.365 -0.765 0.015
C -0.290 0.313 -0.099
C 1.138 -0.194 0.054
C -0.483 1.252 -1.280
H -1.397 1.833 -1.128
H -1.668 -1.149 -0.965
H -1.022 -1.615 0.613
C 1.484 -0.647 1.389

---

67
Properties=species:S:1:pos:R:3 method="wB97M-V/def2-TZVPD" orbital_gap_ha=0.1806 charge=+4 total_energy_ha=-4854.86377 largest_force_ha_per_bohr=0.150 homo_energy_ev=-20.72 e_above_lowest_ev=3.1260
H -1.037 1.732 -3.191
H 2.687 -3.871 0.626
H -2.907 -0.198 2.676
C 2.261 2.189 -2.576
H 0.729 -4.105 -1.050
C -0.655 2.524 -2.551
C -2.407 -2.848 1.201
C -0.561 -1.666 -2.907
H -0.072 1.938 2.787
C 0.694 -3.185 -1.612
C -2.738 3.634 1.657
H 2.832 -0.061 3.343
C 4.099 -1.016 0.712
H -3.393 4.444 1.950
H -2.057 -2.844 2.233
O 2.373 1.986 1.699
H 2.291 3.209 -2.961
H 0.202 3.899 0.047
H 0.552 -0.399 -4.119
C 1.781 -1.441 -2.766
H 4.220 -1.139 -0.362
C 2.523 -3.341 1.563
C -1.696 3.246 2.486
H -4.532 -1.425 -0.449
H -1.485 2.884 -1.944
P -2.206 -1.121 0.434
C 1.666 1.264 1.172
O -0.410 -0.816 3.393
P 0.765 1.934 -1.434
H -3.367 -1.869 -1.674
Br -4.382 3.446 -0.690
C -0.162 -0.600 2.302
H 3.773 -1.542 3.375
H 3.184 2.006 -2.025
H 2.702 -0.994 -3.101
C 1.817 -2.581 -2.071
N -1.032 1.534 0.897
C 0.982 3.674 -0.679
C -3.573 -1.148 -0.886
H 4.318 0.025 0.950
C -0.448 -2.817 -2.198
H -3.749 0.631 1.364
H -1.487 -1.372 -3.375
H -3.455 -3.148 1.206
H 2.072 -1.589 3.797
H -1.842 -3.609 0.667
Pb 0.284 -0.129 0.221
H 1.948 3.766 -0.184
H -1.306 -3.460 -2.098
H -4.266 -0.966 1.870
H 3.372 -3.570 2.206
C -3.389 -0.338 1.710
H 0.942 4.443 -1.450
H -1.533 3.752 3.429
C 0.586 -1.119 -3.319
H 2.232 1.528 -3.441
P 2.350 -1.467 1.303
H -0.328 3.346 -3.188
H 1.623 -3.735 2.036
H 2.776 -3.030 -1.873
H 4.846 -1.636 1.209
H -2.258 1.377 -0.803
C -2.936 2.961 0.458
C -2.077 1.913 0.108
H -3.676 -0.159 -1.332
C -0.858 2.198 2.097
C 2.797 -1.127 3.127

---

69
Properties=species:S:1:pos:R:3 method="wB97M-V/def2-TZVPD" orbital_gap_ha=0.2767 charge=+1 total_energy_ha=-1576.58490 largest_force_ha_per_bohr=0.020 homo_energy_ev=-9.84 e_above_lowest_ev=0.1956 smiles="COc1cc(C[N@H+]2CC[C@@H](C(=O)N3CCN(c4ccccc4F)CC3)CC2)cc(OC)c1OC"
H 8.394 -2.785 0.749
C -0.045 -1.306 -0.623
C 5.539 -4.677 3.098
H -0.699 1.993 -1.394
H 0.446 -0.690 1.374
C 4.791 -2.739 1.843
H -5.786 -0.729 -0.238
H -4.549 -0.509 1.564
H 8.460 -4.565 0.756
C 3.875 -1.685 1.896
C -3.875 -0.180 -1.109
C 0.971 -0.968 0.457
F -6.631 3.671 0.795
C 3.913 -0.653 0.981
H 8.023 -3.698 -0.736
N -3.177 0.134 0.129
C -5.024 1.528 0.965
H -5.463 1.560 -3.035
H -5.901 -0.064 -1.861
N 1.799 0.191 0.046
H -6.100 3.486 -4.348
H 7.758 -0.971 -2.595
H 7.119 0.224 -1.444
C -4.030 0.409 1.275
H 0.467 -1.607 -1.541
H 5.639 -5.385 2.275
H 3.360 1.406 0.762
O -1.333 0.496 1.356
H 2.449 0.537 2.016
C -6.800 4.709 -1.291
H 0.416 1.582 0.769
C -5.953 2.424 -1.125
H 4.910 0.142 -0.738
C -1.848 0.203 0.283
H -5.782 1.553 1.756
O 6.598 -3.837 0.776
H 1.565 2.230 -0.434
H 1.630 -1.816 0.651
C 6.902 -0.705 -1.979
C 5.793 -1.704 -0.110
C 4.874 -0.666 -0.025
H -6.953 5.538 -3.259
C -0.958 -0.109 -0.928
H -3.687 -1.218 -1.407
H -7.182 5.577 -0.777
O 6.728 -1.786 -1.093
C -6.453 3.601 -0.549
H 5.137 -5.184 3.974
H 3.160 -1.697 2.703
H -0.641 -2.154 -0.284
N -5.643 1.328 -0.338
C -5.840 2.429 -2.519
C 5.766 -2.761 0.828
H 6.028 -0.567 -2.624
C -0.080 1.104 -1.268
H 2.244 -0.053 -0.847
H -3.385 0.711 2.102
C -6.201 3.530 -3.274
H -1.567 -0.354 -1.797
C 0.939 1.376 -0.169
H 0.432 0.919 -2.216
C -5.383 0.037 -0.908
C 2.897 0.453 1.025
H -4.497 2.487 0.971
H 6.516 -4.255 3.341
C 7.942 -3.696 0.351
O 4.595 -3.663 2.806
C -6.676 4.679 -2.670
H -3.534 0.492 -1.904

---

Please write out number 1 again, unchanged.
16
Properties=species:S:1:pos:R:3 method="wB97M-V/def2-TZVPD" orbital_gap_ha=0.4169 charge=0 total_energy_ha=-271.69357 largest_force_ha_per_bohr=0.012 homo_energy_ev=-10.23 e_above_lowest_ev=1.6067 smiles=CC(C)[C@H]1CO1
H -0.375 0.955 0.788
H -0.553 0.737 -2.244
H -2.258 -0.346 0.489
H 2.403 -0.301 1.851
H 0.345 1.967 -1.330
O 1.486 -1.554 0.296
H 0.651 -0.811 2.073
H 1.906 0.325 -0.522
C -1.365 -0.765 0.015
C -0.290 0.313 -0.099
C 1.138 -0.194 0.054
C -0.483 1.252 -1.280
H -1.397 1.833 -1.128
H -1.668 -1.149 -0.965
H -1.022 -1.615 0.613
C 1.484 -0.647 1.389